Record 1
This record from the OMol25 dataset describes a cluster of 25 separate species, C37H101N11O48 in total. The level of theory is the ωB97M-V functional and the def2-TZVPD basis.

The value obtained for the frontier orbital gap is 9.4 eV. As for the largest force on an atom: 6.07 eV/A. Its HOMO energy is -9.7 eV.

Positions of all 197 atoms, in Å:
1 C -13.65225 14.80141 0.18298
2 O -14.12219 16.11834 0.44755
3 H -13.13933 14.41729 1.06472
4 H -14.43571 14.06452 0.00611
5 H -12.86604 14.85716 -0.56993
6 H -13.67679 16.71091 -0.16243
7 C -17.60577 13.75629 -1.17464
8 O -17.46250 14.96209 -0.53120
9 H -18.66783 13.64328 -1.39226
10 H -17.30856 13.71369 -2.22248
11 H -17.11211 12.96244 -0.61411
12 H -16.61279 14.88102 -0.09185
13 C -11.76553 15.13758 -8.01107
14 O -10.75460 15.47696 -7.15207
15 H -12.32888 15.97696 -8.41872
16 H -11.37240 14.60902 -8.87950
17 H -12.48134 14.50742 -7.48322
18 H -9.95754 15.30569 -7.65899
19 C -18.59380 18.19774 0.49008
20 O -19.28365 19.15835 -0.34531
21 H -18.81012 17.20503 0.09531
22 H -17.51739 18.36915 0.48207
23 H -19.06516 18.21331 1.47277
24 H -20.16954 19.24716 0.01372
25 C -17.15953 17.51492 -2.66134
26 O -17.24302 18.92073 -2.42253
27 H -16.46406 17.02554 -1.97948
28 H -18.12517 17.02451 -2.53831
29 H -16.92814 17.31644 -3.70784
30 H -17.92203 18.92387 -1.74391
31 C -12.85844 23.36469 2.02404
32 O -12.02883 23.41236 0.91399
33 H -13.60484 22.58893 1.85321
34 H -12.46217 22.88056 2.91661
35 H -13.23312 24.37742 2.17270
36 H -11.54838 22.58130 0.90368
37 C -11.49640 21.72888 -2.18688
38 O -12.62872 22.13117 -1.60367
39 H -10.56309 22.02474 -1.70782
40 H -11.47296 20.63961 -2.15450
41 H -11.44356 21.99506 -3.24255
42 H -12.55340 22.31445 -0.66435
43 C -7.89828 13.82364 -3.08489
44 O -6.87737 14.77383 -2.77773
45 H -7.61559 13.12613 -3.87335
46 H -7.97615 13.21392 -2.18473
47 H -8.73549 14.47253 -3.34200
48 H -7.08056 15.20406 -1.94393
49 C -13.58050 22.27363 -11.26585
50 N -13.43160 20.83277 -10.71254
51 O -13.22148 20.69959 -9.51079
52 O -13.66575 19.87231 -11.46855
53 H -14.02624 22.96653 -10.55219
54 H -14.48990 22.17077 -11.85788
55 H -12.76483 22.70854 -11.84347
56 C -7.97154 20.01360 -4.31946
57 N -8.22722 19.14533 -3.09800
58 O -8.28762 17.98380 -3.30401
59 O -8.32541 19.60462 -1.94766
60 H -7.55469 20.98103 -4.03940
61 H -8.89096 20.18729 -4.87857
62 H -7.29333 19.43200 -4.94386
63 C -17.68488 17.75714 5.06515
64 N -16.68714 18.35738 4.18324
65 O -16.44673 18.06452 3.02647
66 O -16.16696 19.34947 4.64717
67 H -17.33832 16.73153 5.19215
68 H -18.67572 17.90980 4.63733
69 H -17.59513 18.24924 6.03359
70 C -15.01123 24.04884 -1.23486
71 N -15.96021 23.53425 -0.23160
72 O -16.62574 22.58554 -0.59136
73 O -15.85138 23.95087 0.89066
74 H -15.53100 24.95792 -1.53739
75 H -14.75718 23.42709 -2.09334
76 H -14.06224 24.19664 -0.71943
77 C -15.97050 21.29126 -4.20544
78 N -15.46752 22.23957 -5.14926
79 O -14.89306 21.83242 -6.20925
80 O -15.78093 23.46599 -5.05589
81 H -16.64393 21.74281 -3.47695
82 H -15.09324 20.84949 -3.73283
83 H -16.47566 20.51356 -4.77822
84 C -10.10102 11.42594 -0.98446
85 N -10.73080 12.82712 -1.03915
86 O -11.03207 13.20016 -2.18712
87 O -10.70978 13.58817 -0.03266
88 H -9.36500 11.24604 -0.20087
89 H -9.70111 11.03970 -1.92200
90 H -10.95774 10.77639 -0.80500
91 C -9.98156 16.88302 0.70453
92 N -8.51174 16.86341 0.53523
93 O -8.06125 16.31041 -0.49154
94 O -7.83751 17.39122 1.35451
95 H -10.52338 16.49986 -0.16018
96 H -10.19091 17.94896 0.61489
97 H -10.28153 16.66559 1.72963
98 C -17.05884 17.79967 -8.10162
99 N -17.98242 17.40988 -9.20847
100 O -17.51472 16.89970 -10.23068
101 O -19.21788 17.45615 -9.06128
102 H -16.10822 17.56116 -8.57862
103 H -17.22936 17.16372 -7.23294
104 H -17.10247 18.87011 -7.90079
105 C -14.74769 13.83791 -4.90069
106 N -16.05941 14.47600 -5.18159
107 O -17.03952 13.79527 -5.32383
108 O -16.03679 15.66767 -5.20959
109 H -14.85871 13.43588 -3.89364
110 H -13.78591 14.34210 -4.99495
111 H -14.71261 13.04434 -5.64709
112 C -17.22011 14.97790 2.49135
113 N -15.87655 14.33575 2.63947
114 O -14.91780 14.82092 3.24083
115 O -15.75175 13.29916 1.96707
116 H -17.98305 14.22161 2.30684
117 H -17.03703 15.71135 1.70609
118 H -17.36768 15.57669 3.39012
119 C -17.61734 21.30701 2.02250
120 N -18.40969 20.98047 3.31651
121 O -19.18899 20.01066 3.34432
122 O -18.11436 21.60644 4.31946
123 H -17.11424 22.26299 2.16774
124 H -18.28651 21.27457 1.16269
125 H -16.97242 20.43841 1.88941
126 C -7.35292 17.59068 -6.84111
127 O -8.21781 17.46885 -7.89739
128 C -9.40463 18.14666 -7.99651
129 O -9.74243 19.03668 -7.21013
130 O -10.10272 17.67282 -9.04122
131 C -11.20835 18.31795 -9.45522
132 H -6.77475 18.51128 -6.92055
133 H -6.70273 16.71894 -6.91478
134 H -7.95924 17.59264 -5.93531
135 H -11.69136 18.70241 -8.55689
136 H -11.84249 17.57387 -9.93720
137 H -11.11981 19.13479 -10.17148
138 C -8.03115 17.89669 5.39501
139 O -9.41473 17.74574 5.74583
140 C -10.04963 16.66706 5.18725
141 O -9.55519 15.86281 4.39930
142 O -11.32978 16.82507 5.42843
143 C -12.27183 16.08447 4.72026
144 H -7.61909 18.77935 5.88413
145 H -8.06557 17.93883 4.30637
146 H -7.39372 17.05574 5.66813
147 H -13.31415 16.40210 4.74824
148 H -12.33079 15.07005 5.11469
149 H -11.94573 16.16363 3.68320
150 C -12.67858 18.02668 -4.44081
151 O -13.38686 18.70479 -3.49420
152 C -13.31110 18.36407 -2.27272
153 O -12.66655 17.40913 -1.78500
154 O -14.03271 19.36850 -1.67420
155 C -14.27001 19.23194 -0.23878
156 H -12.92742 16.96911 -4.52865
157 H -11.62679 18.06793 -4.15774
158 H -12.72510 18.37360 -5.47308
159 H -15.10187 18.64557 0.15146
160 H -14.14172 20.19009 0.26479
161 H -13.42254 18.66524 0.14690
162 C -11.93872 19.89908 4.21513
163 O -10.59628 19.82945 3.67518
164 C -10.32027 20.17905 2.41896
165 O -11.13748 20.69117 1.70804
166 O -9.00471 20.09806 2.17694
167 C -8.48005 20.48461 0.92468
168 H -12.61302 19.37019 3.54156
169 H -12.26514 20.93671 4.28487
170 H -11.71821 19.37930 5.14750
171 H -9.14662 20.07954 0.16329
172 H -7.46964 20.08934 0.82014
173 H -8.46562 21.56862 0.81147
174 C -11.74240 21.34549 -6.55728
175 O -10.82058 22.45852 -6.48071
176 C -10.90782 23.47645 -7.36142
177 O -11.78454 23.60766 -8.22878
178 O -9.95997 24.37886 -7.02964
179 C -9.77755 25.61750 -7.77668
180 H -12.74941 21.75716 -6.48973
181 H -11.56908 20.62245 -5.76023
182 H -11.77455 20.94427 -7.57024
183 H -9.34460 25.50893 -8.77111
184 H -9.33198 26.38019 -7.13803
185 H -10.74950 26.03962 -8.03207
186 C -10.80720 13.16903 -5.12405
187 O -10.55593 11.91712 -4.57548
188 C -10.15488 10.88881 -5.37462
189 O -10.04763 10.98478 -6.57687
190 O -10.03269 9.83311 -4.59992
191 C -9.69241 8.59057 -5.09244
192 H -10.12295 13.99751 -4.94092
193 H -11.69883 13.52724 -4.60948
194 H -11.06576 13.16598 -6.18293
195 H -9.43321 7.97808 -4.22886
196 H -8.78896 8.81546 -5.65927
197 H -10.48651 8.06582 -5.62361

---

Record 2
This record from the OMol25 dataset describes a cluster of 2 separate species, C2H6NO2 in total. The level of theory is the ωB97M-V functional and the def2-TZVPD basis.

The value obtained for the frontier orbital gap is 9.7 eV. As for the largest force on an atom: 6.03 eV/A. As for the energy relative to the best compared isomer or geometry (same formula, charge and spin): 45.3 kcal per mole. The net charge is +1. Its HOMO energy is -15.4 eV.

Positions of all 11 atoms, in Å:
1 C 1.48669 -0.86657 0.81609
2 N 1.10988 0.35064 1.23196
3 H 0.84626 -1.74982 0.70735
4 H 2.51171 -1.01223 0.80678
5 H 1.85770 0.94365 1.38438
6 H 0.12252 0.65765 1.32172
7 O -0.06646 -0.21551 -1.12889
8 C -1.25789 0.00126 -1.35466
9 O -1.81755 1.26111 -1.10547
10 H -1.96148 -0.57611 -1.77021
11 H -2.83139 1.20593 -0.90905

---

- What is the formula in the first record?
  C37H101N11O48

---

- What is the formula in the first record?
  C37H101N11O48